{
  "formula": "C29H46MgN9O9",
  "method": "the ωB97M-V functional and the def2-TZVPD basis",
  "elements": ["Mg", "C", "C", "O", "O", "H", "H", "H", "C", "C", "C", "C", "C", "C", "C", "O", "C", "C", "C", "C", "C", "C", "C", "O", "H", "H", "H", "H", "H", "H", "H", "H", "C", "O", "N", "N", "H", "H", "H", "H", "C", "O", "N", "N", "H", "H", "H", "H", "C", "O", "N", "N", "H", "H", "H", "H", "C", "O", "N", "N", "H", "H", "H", "H", "C", "C", "C", "C", "C", "C", "N", "O", "C", "C", "C", "H", "H", "H", "H", "H", "H", "H", "H", "H", "H", "H", "H", "H", "H", "H", "H", "H", "H", "H"],
  "positions_angstrom": [[-11.89034, 18.81729, -10.02098], [-11.31245, 15.59006, -12.14353], [-11.64066, 16.90876, -11.39670], [-11.53504, 18.02402, -11.84890], [-12.26240, 16.75491, -10.31259], [-11.55571, 14.64684, -11.65438], [-10.24514, 15.64461, -12.35792], [-11.85146, 15.55959, -13.09044], [-21.63316, 14.52101, -15.53432], [-22.00515, 15.23527, -14.48059], [-21.13163, 15.38425, -13.39028], [-19.76128, 15.04897, -13.49511], [-19.27454, 14.34184, -14.64252], [-20.27788, 14.05450, -15.61081], [-17.83092, 14.04453, -14.87937], [-17.36867, 13.84247, -16.02502], [-16.91623, 14.18413, -13.68990], [-15.53105, 13.97443, -13.60340], [-14.71951, 14.05338, -12.49371], [-15.26330, 14.62850, -11.35695], [-16.59447, 14.93239, -11.33968], [-17.40286, 14.72306, -12.45969], [-18.79264, 15.26125, -12.37492], [-19.10737, 15.91779, -11.29874], [-22.21653, 14.29172, -16.41381], [-22.94340, 15.76917, -14.51290], [-21.39771, 15.81682, -12.43713], [-20.13956, 13.47722, -16.51303], [-15.23502, 13.78341, -14.62432], [-13.65801, 13.85454, -12.50275], [-14.59534, 14.70956, -10.51217], [-16.91409, 15.30743, -10.37865], [-14.63057, 19.55494, -11.28388], [-13.77137, 19.40223, -10.35443], [-15.85820, 19.78786, -11.22605], [-14.32889, 19.35035, -12.52436], [-16.26040, 19.72378, -12.15029], [-16.25793, 20.07975, -10.34564], [-13.34621, 19.12390, -12.46814], [-14.78987, 19.70856, -13.34855], [-8.32565, 20.60326, -12.75231], [-7.39203, 20.00479, -13.34531], [-8.55777, 21.86528, -12.85272], [-9.27337, 19.98490, -12.15066], [-9.26612, 22.27709, -12.26217], [-8.04353, 22.43120, -13.51256], [-9.23440, 18.99837, -11.93773], [-10.06389, 20.42672, -11.70349], [-12.77527, 17.77543, -7.39654], [-12.37624, 18.61290, -8.14531], [-13.51024, 16.83165, -7.74615], [-12.59511, 17.73411, -6.09088], [-14.05684, 16.30867, -7.07695], [-13.53335, 16.54657, -8.71481], [-12.13665, 18.38739, -5.47189], [-13.00363, 16.93231, -5.63227], [-9.01373, 17.99013, -8.69718], [-10.06247, 18.35191, -9.17310], [-8.93321, 16.79924, -8.06026], [-7.93534, 18.53863, -8.93199], [-9.86341, 16.44458, -7.88978], [-8.05283, 16.44602, -7.71347], [-8.04090, 19.45533, -9.34264], [-7.14966, 18.23159, -8.37654], [-12.86266, 13.75244, -16.71279], [-11.23298, 13.71300, -16.95601], [-10.41140, 14.38413, -15.81995], [-10.13932, 13.54975, -14.68944], [-9.46187, 12.23922, -15.08722], [-10.41563, 11.44571, -16.16612], [-10.73133, 12.36679, -17.30518], [-11.46579, 11.80229, -18.33817], [-9.58825, 10.22007, -16.65488], [-11.60239, 10.95025, -15.34916], [-10.97438, 14.63409, -18.11342], [-13.41542, 14.20779, -17.53451], [-13.27193, 14.37524, -15.91736], [-13.27827, 12.75243, -16.58892], [-9.43390, 14.64490, -16.22566], [-10.80279, 15.33691, -15.46341], [-11.10955, 13.30346, -14.25806], [-9.67744, 14.05773, -13.84285], [-9.39492, 11.63285, -14.18393], [-8.42741, 12.38890, -15.39638], [-8.65719, 10.61884, -17.05764], [-9.32272, 9.71978, -15.72359], [-10.09104, 9.50361, -17.30448], [-12.37100, 11.63877, -14.99804], [-12.25038, 10.29797, -15.93460], [-11.07770, 10.40182, -14.56684], [-11.72357, 14.48054, -18.89011], [-10.04033, 14.43801, -18.63992], [-11.00681, 15.65337, -17.72855], [-10.91784, 11.97953, -19.10625]],
  "forces_ev_per_angstrom": [[-0.524, -1.185, 0.897], [0.622, 1.232, -0.383], [-2.650, -5.716, 0.961], [1.840, 4.040, -2.311], [0.221, -0.114, 1.161], [0.076, 0.518, 0.595], [0.031, -0.321, -0.251], [0.129, 0.339, -0.171], [3.281, -1.751, -1.778], [-0.718, 1.616, 2.266], [1.669, 0.261, -0.072], [0.033, -1.099, -0.168], [-2.273, 0.295, -0.804], [-0.367, 0.151, 0.225], [1.622, 0.250, -2.260], [-1.196, 0.148, 2.861], [0.184, 1.255, 3.509], [-0.851, -0.902, -3.073], [-0.217, 1.004, -0.313], [0.819, -1.305, -0.362], [0.171, 0.094, 0.536], [-1.204, 0.175, -0.758], [-1.494, 2.342, 4.277], [0.697, -2.364, -4.308], [-0.421, 0.233, 0.199], [-0.327, -0.267, 0.481], [-0.348, 0.295, -0.130], [0.947, -0.064, 0.068], [1.277, -0.668, 0.049], [-0.019, -0.232, -0.415], [-0.273, 0.320, 0.331], [-0.930, 0.252, -0.393], [3.595, -1.021, 1.424], [-1.142, 0.910, -0.596], [-5.112, 1.557, 2.558], [4.312, -1.111, -2.647], [-1.360, 0.354, 1.068], [-0.711, -0.063, -0.506], [0.346, -0.282, -1.856], [0.357, -0.088, 0.278], [4.385, -2.559, -3.918], [-1.140, 0.960, 1.301], [-0.217, 4.886, -0.236], [-3.844, -3.764, 3.757], [0.305, 0.298, -0.484], [-0.030, -0.117, 0.373], [0.299, 0.142, -0.440], [0.329, 0.263, -0.444], [0.915, 1.988, 2.639], [1.877, 3.412, -1.571], [-4.523, -5.930, -3.047], [0.920, 0.201, 3.691], [0.248, -0.049, -0.427], [-0.120, 0.159, -0.088], [-0.089, 0.205, -0.697], [0.390, 0.384, 0.226], [-3.093, -5.048, 0.899], [-3.009, 1.691, -1.405], [-0.979, 0.083, 0.392], [6.041, 3.979, -0.723], [0.595, -0.753, 0.395], [-0.653, -0.278, 0.156], [0.932, 0.016, -0.014], [0.361, 0.773, -0.515], [0.712, -0.151, -0.087], [-1.740, 0.524, 0.387], [0.613, 0.726, -1.498], [-0.505, -2.082, 2.221], [-1.286, -0.203, -0.592], [0.728, 0.902, 0.011], [1.763, 1.069, 2.195], [-0.656, -0.417, 0.017], [-0.139, 1.075, 0.941], [-0.412, -0.644, -0.535], [-0.454, 0.055, -1.360], [0.452, -0.284, -0.579], [0.748, -0.043, 0.735], [0.137, 0.021, -0.012], [0.113, 0.139, -0.528], [-0.647, 0.053, -0.496], [-0.306, -0.412, 0.240], [0.655, 0.081, -0.282], [-0.066, -0.369, -0.131], [-0.110, 0.081, -0.579], [-0.070, -0.275, -0.411], [0.114, -0.381, -0.095], [-0.053, 0.353, -0.100], [0.754, 0.560, 0.457], [0.405, -0.572, -0.187], [-0.910, -0.211, 0.409], [-0.205, 0.323, 0.017], [0.398, 0.104, 0.506], [-0.055, 0.121, -0.467], [0.033, -0.174, -0.207]],
  "mol_weight_g_mol": 689.0,
  "homo_lumo_gap_ev": 6.68,
  "total_charge": 1,
  "lumo_energy_ev": -2.917,
  "largest_force_ev_per_a": 8.1
}

{
  "formula": "C29H47BFN5O25P",
  "method": "the ωB97M-V functional and the def2-TZVPD basis",
  "elements": ["C", "O", "C", "N", "B", "C", "O", "C", "N", "P", "N", "O", "N", "C", "C", "C", "C", "O", "C", "O", "C", "O", "N", "C", "O", "F", "H", "H", "H", "H", "H", "H", "H", "H", "H", "H", "H", "H", "H", "H", "H", "H", "H", "H", "H", "H", "H", "H", "H", "C", "C", "O", "C", "O", "O", "H", "H", "H", "H", "C", "C", "O", "C", "O", "O", "H", "H", "H", "H", "C", "C", "O", "C", "O", "O", "H", "H", "H", "H", "C", "C", "O", "C", "O", "O", "H", "H", "H", "H", "C", "C", "O", "C", "O", "O", "H", "H", "H", "H", "C", "C", "O", "C", "O", "O", "H", "H", "H", "H"],
  "positions_angstrom": [[2.42614, -3.47933, 2.71100], [2.65380, -2.06795, 2.78595], [2.73166, -1.44972, 1.56204], [1.46530, -0.76423, 1.20804], [0.73733, -1.35350, 0.02525], [0.84092, -0.71077, -1.39355], [0.03832, -2.49891, 0.21193], [1.03919, 0.26221, 1.86426], [1.82645, 0.79114, 2.84669], [2.95682, 2.07045, 2.29787], [4.30380, 1.92328, 3.31027], [3.50560, 1.44254, 0.91294], [-0.20297, 0.78416, 1.50843], [-1.35537, 0.06360, 2.20735], [-2.29462, -0.66631, 1.23164], [-3.77505, -0.40989, 1.55324], [-4.36111, -1.58599, 2.32436], [-4.04042, -1.44048, 3.71275], [-2.99262, -2.16056, 4.12186], [-2.45274, -1.94409, 5.17496], [-0.33702, 2.19421, 1.83324], [-0.32524, 2.64200, 2.95033], [-0.54966, 3.05435, 0.69397], [-1.82493, 2.87732, 0.17146], [-2.85566, 2.88163, 0.80609], [-1.80802, 2.67460, -1.14924], [3.37356, -3.98480, 2.59283], [1.67782, -3.77273, 1.98431], [2.04530, -3.77227, 3.68027], [2.91420, -2.19039, 0.78710], [3.56282, -0.76313, 1.53474], [-0.06434, -0.89835, -1.96334], [1.68351, -1.09630, -1.95054], [0.93363, 0.36661, -1.29505], [-0.80666, -2.42709, -0.23703], [1.26642, 1.09609, 3.63480], [4.57531, 0.94693, 3.40390], [4.04943, 2.30888, 4.21119], [3.22864, 1.99244, 0.17199], [-0.92994, -0.62064, 2.93135], [-1.96338, 0.76697, 2.75649], [-2.06707, -0.36587, 0.21566], [-2.07549, -1.72170, 1.30722], [-4.32210, -0.38718, 0.61956], [-3.93603, 0.52184, 2.07459], [-5.43057, -1.61819, 2.17774], [-3.97818, -2.51688, 1.92296], [-2.61039, -2.96005, 3.47469], [0.16612, 2.93333, -0.01425], [6.38518, 4.95613, -1.08014], [5.08241, 5.25670, -0.37101], [4.17454, 4.34366, -1.01057], [4.90227, 3.32019, -1.51649], [4.42777, 2.31920, -1.95318], [6.21752, 3.57932, -1.45151], [7.25622, 5.07881, -0.44350], [6.51857, 5.54958, -1.98524], [5.12128, 5.02531, 0.69447], [4.75086, 6.28282, -0.49975], [-6.20356, 1.84414, -1.30725], [-7.35726, 1.59726, -2.25117], [-7.81594, 0.29788, -1.83453], [-7.44064, 0.11098, -0.55326], [-7.79797, -0.78492, 0.13740], [-6.58774, 1.08741, -0.15007], [-6.07596, 2.89327, -1.05795], [-5.25717, 1.45104, -1.68764], [-8.16104, 2.31518, -2.12268], [-7.05823, 1.57885, -3.28772], [5.28251, -5.16811, -1.42232], [3.81970, -4.99931, -1.07503], [3.84387, -4.99917, 0.36074], [5.08579, -4.61539, 0.75267], [5.38094, -4.35040, 1.87243], [5.93212, -4.56988, -0.29346], [5.56543, -4.66197, -2.34071], [5.58075, -6.21501, -1.48587], [3.41315, -4.04631, -1.42178], [3.19604, -5.80664, -1.44776], [1.52978, 1.45521, -5.27421], [0.37261, 1.31029, -6.23801], [-0.14675, 0.01777, -5.89648], [0.20935, -0.25761, -4.62705], [-0.20407, -1.17694, -3.99489], [1.10094, 0.64998, -4.16596], [1.70184, 2.48080, -4.96064], [2.45945, 1.04311, -5.66812], [-0.40668, 2.05605, -6.07413], [0.67773, 1.33905, -7.27989], [-7.62637, 3.09647, -7.15207], [-9.07684, 3.20306, -6.73470], [-8.98170, 3.17859, -5.30466], [-7.74842, 3.60040, -4.95797], [-7.41552, 3.84782, -3.84485], [-6.94518, 3.69619, -6.04109], [-7.40511, 3.62998, -8.07201], [-7.29424, 2.06175, -7.25092], [-9.53410, 4.14502, -7.03993], [-9.68701, 2.37948, -7.09401], [5.11696, -3.76007, 6.05530], [3.66230, -3.58619, 6.43637], [3.71126, -3.59942, 7.86232], [4.96135, -3.22390, 8.24417], [5.27816, -2.97194, 9.35334], [5.79304, -3.17457, 7.17050], [5.38129, -3.25042, 5.13190], [5.40677, -4.80913, 5.97589], [3.25443, -2.62831, 6.10376], [3.03075, -4.39048, 6.06659]],
  "forces_ev_per_angstrom": [[0.006, -0.138, 1.007], [-0.238, 0.069, 0.080], [0.319, -0.658, 0.361], [0.098, -0.521, -0.516], [-0.207, 0.235, -1.236], [-0.634, 0.556, 1.362], [0.048, 0.295, 1.236], [0.717, -0.293, 0.466], [0.151, -0.411, -0.682], [0.386, 1.983, 0.591], [-1.022, -0.765, -0.719], [-0.115, -0.634, 0.276], [-0.584, 0.280, 0.969], [-0.419, -0.707, -0.739], [0.212, 0.613, 0.549], [0.153, -1.322, -0.531], [-0.282, 0.832, -0.282], [0.145, -0.642, -0.429], [0.625, 0.403, 1.542], [-0.214, -0.087, -0.476], [0.048, 1.582, 1.580], [-0.029, -0.875, -1.462], [-0.066, -0.784, -0.372], [-2.135, 0.139, 1.319], [2.012, -0.255, -1.239], [0.152, 0.297, 0.034], [0.049, -0.124, -0.367], [-0.017, 0.154, -0.403], [-0.201, 0.038, 0.282], [-0.060, -0.070, -0.373], [-0.029, 0.393, 0.030], [0.166, -0.165, -0.069], [0.250, -0.089, -0.209], [0.304, 0.264, -0.225], [0.002, -0.566, -0.653], [-0.023, 0.482, -0.030], [0.379, 0.077, 0.297], [0.318, 0.080, 0.235], [0.218, 0.023, -0.390], [0.134, -0.123, 0.191], [0.275, 0.486, 0.179], [0.067, 0.242, -0.253], [-0.090, -0.370, -0.115], [-0.203, 0.288, -0.250], [-0.125, 0.265, 0.091], [-0.381, 0.103, 0.470], [0.192, -0.326, 0.052], [-0.397, -0.035, -0.476], [0.004, -0.071, -0.084], [0.127, 0.193, 0.033], [0.062, 0.192, 0.147], [0.024, -0.033, 0.105], [0.252, 0.122, -0.025], [-0.323, -0.231, 0.083], [-0.085, 0.094, -0.006], [0.035, -0.210, -0.009], [-0.046, -0.032, -0.019], [0.008, -0.059, -0.020], [-0.163, -0.068, -0.117], [0.108, 0.184, -0.034], [-0.074, -0.160, 0.138], [0.145, 0.100, 0.084], [-0.040, 0.103, -0.085], [0.026, -0.255, 0.185], [0.084, 0.024, -0.156], [-0.050, -0.034, 0.175], [-0.031, -0.039, 0.001], [-0.059, 0.004, 0.018], [-0.025, -0.247, -0.107], [0.013, -0.079, -0.202], [-0.126, -0.079, -0.146], [0.115, 0.062, -0.235], [0.151, -0.106, -0.121], [0.052, 0.088, 0.185], [-0.120, -0.012, -0.040], [0.119, 0.126, 0.105], [-0.020, -0.006, 0.054], [0.043, 0.012, 0.020], [-0.047, -0.052, 0.183], [0.133, 0.131, -0.086], [0.006, 0.156, -0.133], [0.059, 0.091, 0.032], [-0.043, 0.016, -0.228], [-0.161, -0.131, -0.332], [-0.011, 0.025, -0.046], [-0.051, -0.050, 0.195], [-0.023, -0.048, 0.006], [-0.007, -0.024, 0.046], [-0.056, -0.199, -0.022], [0.008, -0.057, -0.184], [-0.128, -0.015, -0.182], [0.044, -0.015, -0.085], [-0.117, 0.114, -0.169], [0.190, 0.250, 0.080], [-0.069, -0.071, -0.020], [0.113, 0.132, 0.104], [-0.015, -0.003, 0.048], [0.040, 0.026, 0.033], [-0.029, -0.064, 0.195], [0.037, -0.044, -0.174], [-0.124, -0.047, -0.175], [0.107, 0.018, -0.119], [-0.036, -0.040, -0.154], [0.079, 0.076, 0.282], [-0.137, -0.018, -0.042], [0.117, 0.094, 0.087], [-0.025, -0.007, 0.036], [0.033, 0.008, 0.008], [-0.050, -0.046, 0.188]],
  "mol_weight_g_mol": 926.5,
  "homo_lumo_gap_ev": 8.93,
  "total_charge": 1,
  "lumo_energy_ev": -3.255,
  "largest_force_ev_per_a": 2.5
}

- Which formula does entry 1 have?
  C29H46MgN9O9